1.
24
Properties=species:S:1:pos:R:3:forces:R:3 method="wB97M-V/def2-TZVPD" homo_lumo_gap_ha="0.2665 / 0.2813" lumo_energy_ev="-0.84 / -0.46" total_energy_ev=-35946.8498 charge=0 e_homo_ev="-8.1 / -8.1" de_lowest_kcal_mol=86.9 max_force_ha_per_bohr=0.07327 spin_multiplicity=1
C -3.28980 -1.85052 -0.61779 -0.89 -0.02 -1.74
C -3.93302 -0.61499 -0.34390 2.53 -0.94 0.92
C -1.91910 -2.00645 -0.47033 -0.93 1.23 -0.05
C -3.12738 0.40705 0.11342 0.56 2.99 1.90
C -1.23554 -0.91799 -0.03915 3.44 -0.05 1.53
C -1.72429 0.27292 0.37252 -1.62 -0.66 -0.95
C 1.26695 -1.02703 0.28393 -1.57 -1.05 -0.39
C 1.78985 0.18390 -0.21454 -0.02 1.68 -0.76
C 2.82177 2.35445 0.65433 2.28 0.66 -0.33
C 2.99288 0.91883 0.45908 -1.09 -2.88 -0.23
O 0.83575 -1.46936 -2.32242 -0.05 -0.29 -0.61
S 1.90895 -1.55799 -1.31486 -0.76 1.68 0.48
Cl -0.82032 1.43548 1.26106 -0.22 0.23 -0.12
H -3.85131 -2.57916 -1.24718 0.33 0.13 1.21
H -4.96919 -0.59878 -0.16765 -1.27 0.38 -0.66
H -1.36215 -2.85864 -0.67780 0.45 -1.57 -0.63
H -3.48168 1.44538 0.48206 -0.07 -1.95 -0.76
H 1.90880 -1.53488 0.99278 -0.57 -0.16 0.94
H 1.00178 0.82961 -0.70548 1.34 -0.78 -0.06
H 1.90874 2.58298 1.03631 -2.87 0.41 1.28
H 2.80768 2.75575 -0.32500 0.57 1.39 -0.83
H 3.54587 2.77439 1.39083 -0.13 -0.10 -1.08
H 3.02472 0.48229 1.42361 0.24 -0.79 1.21
H 3.90002 0.57277 -0.02380 0.30 0.45 -0.28

***

2.
31
Properties=species:S:1:pos:R:3:forces:R:3 method="wB97M-V/def2-TZVPD" s_squared=0.9287 homo_lumo_gap_ha="0.2756 / 0.2907" lumo_energy_ev="-8.13 / -7.74" total_energy_ev=-55153.7665 charge=+2 e_homo_ev="-15.6 / -15.6" max_force_ha_per_bohr=0.01146 spin_multiplicity=2
Cr -0.59252 -0.05619 0.25695 -0.19 -0.37 0.02
O -2.31450 3.01682 -1.73812 0.04 -0.11 0.03
C -1.78242 2.21644 -0.88280 0.05 0.31 0.11
O -1.43048 1.05836 -1.15028 -0.10 -0.31 0.10
C -1.59784 2.77708 0.50275 -0.13 -0.11 0.01
O -0.90378 1.78038 1.24506 0.11 0.12 -0.04
C -1.26750 1.60737 2.63721 0.03 0.04 0.05
C -1.18575 0.12030 2.96252 -0.23 -0.06 -0.30
O -1.22165 -0.33609 4.04636 0.06 0.06 0.15
O -1.13745 -0.65785 1.82378 0.31 0.44 -0.25
H -2.42712 2.60101 -2.61465 -0.02 0.04 0.00
H -2.58869 2.97682 0.92200 0.02 0.03 0.02
H -1.03883 3.71469 0.46953 0.00 -0.01 -0.03
H -2.29269 1.94595 2.79935 0.02 -0.03 0.03
H -0.58891 2.17918 3.26718 0.00 -0.03 0.02
N 3.09507 -0.78984 -1.19017 -0.18 -0.01 0.12
C 3.46256 0.48439 -0.81014 0.01 0.08 -0.06
C 2.35835 1.05640 -0.26702 0.13 0.03 0.10
N 1.32887 0.14085 -0.29460 -0.04 0.05 0.15
C 1.81342 -0.96530 -0.85960 0.09 -0.11 -0.13
C 0.89764 -2.08258 -0.99654 -0.04 -0.03 0.05
N -0.34583 -1.87319 -0.57496 0.14 -0.08 -0.12
C -1.02345 -3.05988 -0.71867 -0.03 0.07 -0.05
C -0.17212 -3.98062 -1.24367 0.07 -0.05 -0.06
N 1.03803 -3.34458 -1.41456 -0.08 0.04 0.05
H 3.70575 -1.46019 -1.63359 0.01 0.00 0.00
H 4.46099 0.85413 -0.96319 -0.01 0.04 0.00
H 2.24483 2.04095 0.15099 0.01 0.00 0.01
H -2.05564 -3.17176 -0.43760 -0.01 -0.01 0.01
H -0.30906 -5.01368 -1.51033 -0.03 -0.01 0.01
H 1.87071 -3.77939 -1.78321 0.00 -0.01 0.00

***

3.
24
Properties=species:S:1:pos:R:3:forces:R:3 method="wB97M-V/def2-TZVPD" homo_lumo_gap_ha=0.3110 lumo_energy_ev=0.12 total_energy_ev=-24080.9134 charge=0 e_homo_ev=-8.3 de_lowest_kcal_mol=32.7 max_force_ha_per_bohr=0.11928 spin_multiplicity=1
C 1.83418 -2.72243 -0.88355 1.69 2.00 0.04
C 0.77765 -3.05531 -0.14751 -2.44 -0.91 2.81
C 2.34136 -1.40744 -0.76096 -0.53 -0.28 -0.56
C 0.13232 -2.13432 0.67963 1.02 1.19 0.69
C 1.73084 -0.44600 0.06837 0.68 -1.06 -1.73
C 0.63190 -0.80886 0.81485 0.09 -2.62 -1.11
C -0.77584 3.05112 -0.53375 -0.47 -2.06 -0.48
C -0.14451 0.18969 1.40725 -5.94 -1.35 -0.76
C -1.90372 2.12010 -0.04601 0.90 0.17 -2.11
C -1.31799 0.74243 -0.29238 -0.49 -0.18 4.57
F -1.15399 -0.34653 2.29218 2.00 1.29 -1.05
F -2.22126 2.37803 1.24724 0.34 -0.02 1.56
I -2.61035 -0.78476 -0.59104 -0.66 -0.64 -0.34
H 2.29653 -3.48406 -1.45625 0.65 -0.27 -0.68
H 0.49193 -4.09170 0.00547 -0.26 0.01 -0.62
H 3.14283 -1.19856 -1.45237 0.26 0.61 0.23
H -0.68373 -2.34799 1.34190 -0.25 -0.62 -0.11
H 1.91431 0.60337 -0.06181 0.78 0.35 0.24
H 0.08741 2.71190 0.00423 0.73 0.39 0.37
H -0.96448 4.05300 -0.44457 -0.51 2.57 0.94
H -0.54903 2.95203 -1.59291 -0.21 -0.58 -0.15
H 0.22078 1.10860 1.67131 0.79 2.02 1.17
H -2.86924 2.26905 -0.52476 0.18 -0.11 -0.75
H -0.40788 0.64864 -0.74457 1.64 0.11 -2.17

***

4.
30
Properties=species:S:1:pos:R:3:forces:R:3 method="wB97M-V/def2-TZVPD" s_squared=8.7936 homo_lumo_gap_ha="0.2261 / 0.1552" lumo_energy_ev="-11.61 / -13.52" total_energy_ev=-152594.6484 charge=+3 e_homo_ev="-17.8 / -17.7" max_force_ha_per_bohr=0.02279 spin_multiplicity=6
Fe 0.14600 0.29921 0.43078 -0.20 0.24 -0.35
I 2.53660 0.51081 1.76001 0.22 -0.18 -0.33
C 3.35778 -0.47788 0.02639 -0.14 0.10 0.05
I 1.81205 -0.77226 -1.44825 0.33 0.04 0.21
H 3.75576 -1.44237 0.31876 -0.07 -0.02 0.04
H 4.12641 0.15797 -0.39978 -0.07 0.06 -0.03
Se -1.58214 -0.68049 3.24535 0.01 0.53 -0.34
N -0.90902 -1.21263 1.63467 0.30 0.13 -0.17
C -0.79380 -2.53211 1.67183 -0.47 0.04 0.59
C -0.45318 -3.39881 0.58259 0.04 0.06 -0.26
C -0.37429 -4.77255 0.78747 -0.15 -0.23 0.21
C -0.66542 -5.33640 2.03111 0.19 -0.10 -0.46
C -1.04712 -4.53291 3.11717 -0.13 0.06 0.47
C -1.17832 -3.13291 2.93411 0.26 0.48 -0.74
N -1.61252 -2.28302 3.84193 -0.08 -0.79 0.73
H -0.33959 -2.98267 -0.41053 0.12 -0.05 0.01
H -0.12612 -5.42351 -0.04127 0.03 0.03 -0.01
H -0.60984 -6.41106 2.15670 0.00 0.01 0.04
H -1.21615 -4.95474 4.10319 -0.10 -0.04 -0.05
S -0.90767 2.26644 -0.14292 -0.48 -0.22 0.84
C -0.54810 3.33827 -1.42476 0.59 -0.12 -1.01
N -0.75651 4.62151 -1.35891 -0.17 -0.10 0.32
C -0.53081 5.42814 -2.55706 0.01 0.35 -0.28
C -0.01603 4.49330 -3.66212 0.07 -0.02 -0.18
S 0.01902 2.80798 -2.96751 -0.11 0.01 0.39
H -1.12840 5.05932 -0.52441 0.02 -0.07 0.08
H 0.18606 6.21826 -2.33515 0.04 -0.08 0.08
H -1.46397 5.91385 -2.84263 -0.03 -0.10 0.03
H 0.98673 4.74693 -3.99474 0.02 0.02 0.08
H -0.66740 4.48432 -4.53200 -0.05 -0.01 0.04

***

5.
26
Properties=species:S:1:pos:R:3:forces:R:3 method="wB97M-V/def2-TZVPD" homo_lumo_gap_ha=0.2953 lumo_energy_ev=-4.00 total_energy_ev=-25158.8324 charge=+1 e_homo_ev=-12.0 de_lowest_kcal_mol=35.6 max_force_ha_per_bohr=0.10465 spin_multiplicity=1
C 0.13718 -4.19141 -0.40114 -1.44 0.83 -1.85
C -0.24677 -3.34688 -1.52266 0.84 -0.47 0.58
C 0.09492 -3.62079 0.83109 -0.01 -1.54 0.97
C -0.51038 -1.97638 -1.34183 0.39 0.44 0.64
C -0.11726 -2.30511 0.99584 0.41 4.85 2.30
C -0.36082 -1.38107 -0.04784 -0.54 -2.53 -1.25
C -0.18690 1.40472 -1.19723 -0.92 -3.30 4.10
C 0.33928 2.00218 0.97558 0.70 -1.15 -1.10
C -0.74849 0.03033 0.07887 0.71 3.69 -1.62
C 0.46643 3.81453 -0.85902 -0.08 -2.59 -2.53
N -0.15385 0.77336 1.16047 -0.29 0.68 -0.27
N 0.15806 2.44638 -0.28252 0.78 1.01 -1.40
N 1.16970 2.51537 1.91486 -1.54 0.84 0.92
O -0.19305 1.30458 -2.34855 0.14 0.83 -1.17
I -2.94092 0.41905 -0.22199 0.83 -0.25 0.46
H 0.26974 -5.27559 -0.35724 0.05 0.39 -1.05
H -0.27538 -3.75662 -2.53838 -0.10 0.10 0.49
H 0.11617 -4.26811 1.70893 0.47 0.28 -0.14
H -0.80308 -1.25248 -2.13784 0.25 -1.20 0.27
H 0.03915 -1.85244 2.04862 -0.59 -0.93 -1.58
H -0.46422 4.29763 -0.96596 -0.87 1.09 0.54
H 1.26047 4.30001 -0.38479 0.83 0.83 1.09
H 0.78864 3.69050 -1.95154 -0.22 -0.31 1.59
H -0.20382 0.55393 2.11407 -0.26 -1.28 1.33
H 0.93377 2.15240 2.88472 0.84 0.95 -1.56
H 1.43139 3.52194 1.84547 -0.38 -1.26 0.26

***

6.
25
Properties=species:S:1:pos:R:3:forces:R:3 method="wB97M-V/def2-TZVPD" homo_lumo_gap_ha=0.2542 lumo_energy_ev=3.54 total_energy_ev=-17621.3432 charge=-1 e_homo_ev=-3.4 de_lowest_kcal_mol=36.8 smiles="O=C([O-])[C@]12C=C[C@H](CC1)N1CC=CN12" max_force_ha_per_bohr=0.08726 spin_multiplicity=1
C -0.43715 0.92413 -1.30844 -3.01 0.84 -0.21
C 0.83591 0.74719 -1.18478 1.16 -0.23 0.96
C -1.00003 -2.56627 -0.51084 2.72 1.34 0.08
C 0.23247 -1.98697 -0.41318 -0.65 -0.06 -0.22
C 2.88946 -0.12425 0.05868 -2.21 1.04 1.13
C -1.89489 -1.64070 0.19526 -2.71 0.40 -0.15
C -0.67229 1.82353 0.92299 -1.95 0.95 2.91
C 0.81426 1.50234 1.16290 -0.55 0.83 -2.32
C -1.27313 0.78545 -0.00227 1.69 1.11 -2.22
C 1.19520 0.42418 0.19693 1.94 -3.77 -1.48
N 0.24399 -0.89096 0.44049 2.05 0.91 0.81
N -1.11196 -0.49300 0.59156 0.75 -0.57 1.40
O 3.68782 0.63287 0.61522 0.00 -0.19 -0.17
O 2.98332 -1.13991 -0.63016 0.35 0.02 -0.13
H -0.89604 1.27696 -2.20027 -0.56 -0.11 -0.85
H 1.62977 0.67089 -1.87673 0.32 0.36 -1.24
H -1.23720 -3.39604 -1.12424 -0.31 -0.52 -0.31
H 1.14535 -2.17198 -0.94395 0.32 -0.45 0.19
H -2.71087 -1.33231 -0.51922 0.21 -0.08 0.80
H -2.36649 -2.02734 1.12188 -0.05 -0.21 -0.42
H -1.32483 1.79373 1.86844 1.18 -0.50 -0.65
H -0.89796 2.89342 0.69982 0.58 -0.75 -0.89
H 1.41594 2.41180 0.95963 0.02 -0.83 0.42
H 1.05554 0.99594 2.02104 0.25 -0.19 2.99
H -2.30622 0.88729 -0.14077 -1.56 0.63 -0.42

***

7.
25
Properties=species:S:1:pos:R:3:forces:R:3 method="wB97M-V/def2-TZVPD" homo_lumo_gap_ha=0.3236 lumo_energy_ev=0.59 total_energy_ev=-17064.2177 charge=0 e_homo_ev=-8.2 de_lowest_kcal_mol=48.7 max_force_ha_per_bohr=0.08421 spin_multiplicity=1
C 4.31733 0.41333 0.08079 -1.32 0.16 0.10
C 3.86376 -0.86940 -0.24519 0.41 -0.47 0.19
C 3.38927 1.46780 0.05803 1.40 -0.84 -0.03
C 2.55997 -1.18214 -0.41940 -1.91 3.86 0.48
C 2.02212 1.23079 -0.10914 0.66 -0.53 0.90
C 1.64101 -0.08370 -0.27364 -0.14 -2.69 -0.66
C -0.11251 1.25282 -0.09517 0.68 0.31 1.03
C -0.80850 -0.99217 -0.34165 -3.43 1.55 -1.63
C -2.34073 0.47884 -0.27895 0.79 -2.54 -0.26
C -3.38004 0.15976 0.82556 0.30 0.86 -0.93
N 0.92154 2.02166 0.10597 -1.11 1.10 -1.00
N 0.24013 -0.08940 -0.27886 0.24 2.54 -0.05
N -1.49969 1.60572 0.00577 1.72 -2.08 -1.47
O -2.90357 0.48839 -1.57602 3.50 0.71 -0.56
H 5.30292 0.52015 0.53028 0.03 0.37 -0.80
H 4.48521 -1.71845 -0.37684 1.17 -0.37 0.29
H 3.84693 2.41981 0.10213 -0.22 1.20 0.58
H 2.20117 -2.13420 -0.55985 -0.59 -2.11 -0.49
H -0.93979 -1.60981 0.50220 0.00 -0.93 0.86
H -0.98927 -1.47051 -1.33065 0.17 0.20 0.80
H -2.75613 -0.02418 1.68703 -0.20 0.20 0.63
H -4.01026 -0.72928 0.68855 0.38 0.32 -0.48
H -4.05592 1.05190 0.95001 0.68 -0.80 0.09
H -1.72115 2.16768 0.78718 -0.20 0.55 0.85
H -2.05617 0.70696 -2.17145 -3.00 -0.56 1.57

***

8.
25
Properties=species:S:1:pos:R:3:forces:R:3 method="wB97M-V/def2-TZVPD" homo_lumo_gap_ha="0.1428 / 0.1429" lumo_energy_ev="-7.63 / -7.63" total_energy_ev=-24295.9595 charge=+1 e_homo_ev="-11.5 / -11.5" max_force_ha_per_bohr=0.03697 spin_multiplicity=1
C 4.41868 0.59337 0.09716 -0.28 -0.12 0.02
C 3.93938 -0.70823 0.22617 0.32 0.29 -0.02
C 3.52884 1.66158 0.02232 0.34 -0.19 0.03
C 2.58277 -0.94751 0.28279 -0.55 0.50 -0.05
C 2.17219 1.43388 0.07761 -0.35 -0.60 0.04
C 1.67928 0.12330 0.20270 1.21 0.27 -0.01
C -0.50151 -1.29889 0.27221 0.73 0.40 -0.03
C 0.25465 -0.09151 0.22316 -1.21 -0.37 0.02
C -2.83818 2.73618 -0.02157 -0.53 -1.19 0.06
C -4.06603 -2.37634 -0.14188 1.58 1.00 0.34
N -0.62660 0.90931 0.16600 0.77 -0.10 0.04
N -1.81038 0.36072 0.17555 -0.33 -0.58 -0.01
N -1.76849 -0.97121 0.24317 -1.57 -0.70 -0.23
P -3.35255 1.15335 0.10906 -0.01 1.71 -0.14
H 5.48135 0.77280 0.05869 0.11 0.01 -0.02
H 4.63456 -1.53232 0.28102 0.04 -0.06 0.02
H 3.90359 2.66842 -0.07991 0.03 0.08 0.00
H 2.21862 -1.95714 0.38852 -0.03 -0.16 0.00
H 1.46909 2.24890 0.02114 -0.03 0.13 -0.02
H -0.17705 -2.31608 0.32739 0.07 -0.25 0.00
H -3.56081 3.53101 -0.09405 -0.23 0.05 0.01
H -1.79605 3.01066 -0.04391 0.14 0.01 0.02
H -4.47102 -1.98008 0.77065 -0.22 0.09 0.27
H -4.26915 -1.88975 -1.07663 -0.13 0.16 -0.33
H -3.52223 -3.30094 -0.12745 0.16 -0.36 0.00

***

> Among the records above, which one has the highest charge?

C10H11FeI2N3S2Se